# 1
{
  "formula": "C23H13AgBrCl4I2N3O3",
  "method": "ωB97M-V/def2-TZVPD",
  "charge": -2,
  "homo_lumo_gap_ev": 3.91,
  "de_lowest_kcal_mol": 39.1,
  "elements": ["Ag", "Cl", "C", "C", "Cl", "C", "Cl", "C", "O", "C", "O", "C", "Cl", "I", "C", "C", "C", "I", "C", "C", "C", "C", "N", "C", "C", "O", "H", "H", "H", "H", "Br", "C", "C", "C", "C", "N", "C", "H", "H", "H", "H", "C", "C", "C", "N", "H", "H", "H", "H", "H"],
  "positions_angstrom": [[-0.107500, -0.234600, 0.230800], [6.080300, 0.169300, 3.709900], [4.390000, 0.022200, 3.347000], [3.467200, -0.021900, 4.366800], [3.986900, 0.023600, 6.022100], [2.109500, -0.111200, 4.053300], [0.959400, -0.167500, 5.360600], [1.617500, -0.160500, 2.747700], [0.365300, -0.213200, 2.496000], [2.599900, -0.156800, 1.661800], [2.221200, -0.248000, 0.445600], [3.945600, -0.052700, 2.025500], [5.119200, -0.035100, 0.742600], [-5.481900, -0.155500, -0.617600], [-3.981500, -0.013900, -2.103400], [-4.308200, -0.004900, -3.438200], [-3.302800, 0.033600, -4.380000], [-3.905800, -0.001800, -6.436900], [-1.949900, 0.034000, -4.019800], [-0.855000, 0.039800, -4.910100], [0.424700, -0.029100, -4.420700], [0.619100, -0.066200, -3.035300], [-0.376600, -0.016700, -2.185700], [-1.633500, 0.019600, -2.626600], [-2.663300, 0.002800, -1.598700], [-2.424000, -0.031100, -0.375900], [-5.346300, -0.037100, -3.744500], [-1.039800, 0.103100, -5.975400], [1.274600, -0.046300, -5.088700], [1.602900, -0.118600, -2.594500], [-0.576500, 5.450100, -2.809300], [-0.257700, 4.472200, -1.196700], [-0.004100, 5.172100, -0.023300], [0.230700, 4.408800, 1.117900], [0.194900, 3.028400, 1.023800], [-0.053500, 2.380500, -0.112200], [-0.275200, 3.094000, -1.208300], [0.010000, 6.251900, -0.009100], [0.437100, 4.897200, 2.059700], [0.367800, 2.401700, 1.887100], [-0.474100, 2.540200, -2.113600], [0.740500, -5.251200, 1.421300], [0.019800, -4.949800, 0.106700], [-0.107700, -3.538100, -0.179600], [-0.244200, -2.446200, -0.510100], [0.789100, -6.328400, 1.579800], [0.213200, -4.795500, 2.255900], [1.753000, -4.856300, 1.390800], [-0.994100, -5.363900, 0.120300], [0.558600, -5.402100, -0.734500]],
  "forces_ev_per_angstrom": [[0.097, 0.276, 0.522], [0.282, 0.005, 0.033], [-0.078, -0.026, 0.479], [0.476, 0.031, -0.085], [0.116, 0.034, 0.257], [-0.071, -0.011, 0.181], [-0.286, 0.000, 0.040], [-0.320, 0.004, 0.154], [-0.119, 0.069, -0.014], [0.034, -0.046, -0.434], [0.192, 0.043, 0.000], [0.123, 0.020, -0.102], [0.125, 0.003, -0.292], [0.156, 0.063, -0.392], [-0.652, -0.064, 0.536], [0.009, 0.012, -0.382], [-0.722, -0.028, -0.880], [0.193, 0.034, 0.496], [0.314, 0.038, 0.298], [0.165, 0.010, 0.013], [-0.260, 0.021, -0.203], [0.022, 0.090, 0.206], [0.364, 0.061, -0.340], [-0.031, -0.036, -0.625], [-0.465, -0.080, 0.812], [0.020, 0.120, -0.220], [0.047, 0.013, 0.006], [0.005, -0.069, 0.004], [0.047, 0.015, -0.036], [0.252, -0.001, 0.059], [0.012, -0.133, 0.107], [0.042, 0.711, 0.092], [0.000, -0.656, -0.017], [-0.077, 0.535, -0.334], [0.014, -0.287, -0.018], [0.009, 0.436, 0.086], [-0.006, -0.222, 0.083], [0.006, 0.036, 0.006], [0.020, -0.066, 0.076], [0.033, -0.179, 0.136], [-0.032, -0.031, -0.154], [-0.032, 0.051, -0.093], [0.027, -0.558, 0.127], [-0.098, 0.606, -0.397], [-0.027, -0.884, -0.012], [-0.005, -0.021, 0.003], [0.049, 0.044, 0.059], [0.035, 0.055, 0.091], [0.130, -0.043, -0.040], [-0.135, 0.003, 0.108]],
  "mulliken_charge": [0.690, -0.272, 0.156, 0.185, -0.274, 0.231, -0.272, 0.290, -0.968, -0.036, -0.655, 0.132, -0.277, -0.046, -0.655, -0.301, -0.175, -0.099, 0.910, -0.777, -0.869, -0.800, 0.425, 0.051, 0.687, -0.648, 0.324, 0.138, 0.391, 0.559, -0.269, -0.397, -0.080, -0.806, -0.122, 0.157, 0.050, 0.432, 0.395, 0.382, 0.212, -1.072, -0.271, 0.070, -0.147, 0.329, 0.320, 0.319, 0.232, 0.219]
}

***

# 2
{
  "formula": "C23H13Cl5N2O4ScSe2",
  "method": "ωB97M-V/def2-TZVPD",
  "charge": 1,
  "homo_lumo_gap_ev": 6.96,
  "de_lowest_kcal_mol": 0.0,
  "elements": ["Sc", "Cl", "C", "C", "Cl", "C", "Cl", "C", "O", "C", "Cl", "C", "Cl", "Se", "Se", "C", "C", "C", "C", "C", "N", "C", "C", "C", "C", "C", "N", "H", "H", "H", "H", "H", "H", "H", "H", "O", "C", "C", "C", "C", "C", "C", "C", "O", "O", "H", "H", "H", "H", "H"],
  "positions_angstrom": [[-0.475182, 0.937523, -0.029627], [-5.933850, -3.157939, -2.594097], [-4.685180, -2.020898, -2.295414], [-4.483074, -1.529136, -1.007085], [-5.472243, -2.048310, 0.294544], [-3.465444, -0.614575, -0.786645], [-3.158516, 0.018322, 0.803283], [-2.634787, -0.158138, -1.810483], [-1.688226, 0.729547, -1.553867], [-2.847212, -0.664322, -3.094294], [-1.815753, -0.122156, -4.360399], [-3.861858, -1.584662, -3.335445], [-4.097648, -2.190220, -4.921667], [-0.868447, 3.791247, 1.379098], [1.462878, 3.801005, 1.004561], [1.406796, 3.479562, -0.886031], [2.235367, 4.247476, -1.684782], [2.234044, 4.014187, -3.053039], [1.380820, 3.058052, -3.571642], [0.571914, 2.346767, -2.701455], [0.600605, 2.536733, -1.376119], [-0.836372, 2.414214, 2.721139], [-1.024808, 2.712066, 4.057094], [-0.989980, 1.665377, 4.970636], [-0.766353, 0.376773, 4.517834], [-0.597232, 0.166793, 3.158953], [-0.635704, 1.170782, 2.279402], [2.851033, 5.022288, -1.250515], [2.877020, 4.594171, -3.701348], [1.325711, 2.858604, -4.631615], [-0.127452, 1.597070, -3.048921], [-1.186642, 3.732424, 4.373227], [-1.132155, 1.861648, 6.024737], [-0.729654, -0.461982, 5.197241], [-0.448210, -0.822828, 2.744225], [0.313369, -3.662092, 0.655121], [1.630757, -3.369066, 0.617979], [2.593783, -4.365980, 0.764951], [3.936282, -4.049042, 0.739229], [4.358191, -2.732308, 0.569337], [3.410323, -1.744964, 0.422137], [2.039736, -2.038796, 0.440326], [1.104659, -0.927132, 0.258670], [1.530004, 0.272231, 0.135460], [-0.163854, -1.088965, 0.219210], [0.201282, -4.614219, 0.758937], [2.277461, -5.393570, 0.900058], [4.666640, -4.839434, 0.853885], [5.410519, -2.489546, 0.549628], [3.706639, -0.714582, 0.283592]],
  "forces_ev_per_angstrom": [[-0.118, 0.473, -0.038], [-0.008, -0.006, -0.006], [0.010, 0.017, 0.030], [0.000, -0.011, -0.037], [0.006, 0.007, 0.001], [-0.077, -0.037, -0.003], [0.068, 0.043, -0.098], [-0.011, 0.093, 0.117], [0.278, -0.051, 0.062], [-0.039, -0.001, 0.039], [0.004, -0.001, -0.006], [0.003, -0.016, -0.028], [-0.002, 0.002, 0.005], [0.200, -0.091, -0.101], [-0.266, -0.014, 0.066], [0.067, 0.032, -0.145], [-0.006, -0.006, -0.016], [0.015, 0.015, 0.005], [-0.062, -0.062, 0.035], [-0.001, -0.010, 0.004], [-0.114, -0.107, 0.167], [-0.026, -0.037, 0.193], [-0.001, 0.003, -0.022], [0.003, -0.008, -0.002], [0.005, -0.011, -0.050], [-0.004, -0.026, 0.029], [0.011, -0.031, -0.215], [-0.004, -0.006, 0.018], [-0.003, 0.001, -0.007], [0.014, 0.011, -0.011], [0.024, 0.018, -0.036], [0.000, 0.003, -0.012], [-0.001, -0.001, 0.006], [-0.004, 0.000, 0.013], [0.000, 0.001, 0.016], [0.002, -0.017, 0.006], [-0.057, -0.007, 0.021], [-0.009, 0.043, -0.008], [0.065, -0.012, 0.003], [-0.055, -0.001, -0.004], [0.008, -0.011, -0.003], [0.101, 0.031, -0.009], [0.023, -0.130, 0.012], [-0.012, 0.017, -0.091], [-0.004, -0.088, 0.107], [0.002, -0.003, -0.004], [-0.011, -0.006, 0.000], [-0.001, 0.000, 0.000], [0.011, -0.009, 0.002], [-0.023, 0.007, -0.002]],
  "mulliken_charge": [0.656, -0.173, 0.492, -0.234, -0.176, 0.764, -0.244, -0.387, -0.510, 0.540, -0.216, -0.103, -0.161, -0.092, 0.021, 0.251, -0.642, -0.335, -0.726, 0.161, 0.142, 0.269, -0.721, -0.222, -0.879, -0.224, 0.380, 0.405, 0.422, 0.465, 0.070, 0.468, 0.421, 0.438, 0.567, -0.366, 1.005, -0.949, -0.485, -0.794, -0.352, -0.126, 1.580, -0.709, -0.607, 0.305, 0.335, 0.398, 0.424, 0.454]
}

***

# 3
{
  "formula": "C23H14AuCl2F6N5O7S2",
  "method": "ωB97M-V/def2-TZVPD",
  "homo_lumo_gap_ev": 7.02,
  "de_lowest_kcal_mol": 16.0,
  "elements": ["Au", "Cl", "C", "C", "C", "Cl", "C", "C", "C", "C", "N", "C", "C", "O", "H", "H", "H", "H", "N", "C", "C", "C", "C", "C", "C", "C", "N", "C", "C", "N", "C", "H", "H", "H", "H", "H", "H", "H", "C", "C", "O", "O", "H", "H", "H", "F", "C", "F", "F", "S", "O", "O", "N", "S", "O", "O", "C", "F", "F", "F"],
  "positions_angstrom": [[0.578669, 1.521364, 0.583447], [1.546209, 5.001680, -2.844564], [2.635896, 4.059810, -1.903197], [4.019626, 4.285847, -2.013131], [4.920164, 3.527534, -1.318417], [6.616109, 3.798844, -1.524673], [4.475390, 2.502052, -0.448802], [5.293466, 1.584205, 0.249623], [4.729657, 0.586338, 0.995358], [3.333697, 0.516213, 1.122186], [2.569288, 1.393302, 0.513519], [3.090157, 2.353303, -0.311074], [2.137885, 3.082875, -1.064437], [0.850243, 2.790516, -0.955002], [4.367244, 5.060319, -2.682122], [6.368054, 1.662154, 0.156438], [5.329141, -0.154453, 1.502681], [2.854282, -0.246314, 1.718786], [-8.893720, -3.019714, -0.208309], [-7.974052, -2.338122, -0.118314], [-6.825690, -1.478884, -0.006486], [-6.766258, -0.305859, -0.754720], [-5.661748, 0.519734, -0.653236], [-4.633188, 0.171847, 0.208878], [-4.685174, -0.988841, 0.965621], [-5.782735, -1.822488, 0.849333], [-3.493057, 1.023194, 0.313667], [-3.492280, 2.404401, 0.341140], [-2.195235, 2.787642, 0.430351], [-1.422826, 1.651632, 0.456088], [-2.220238, 0.605962, 0.381739], [-7.577505, -0.053170, -1.422724], [-5.589853, 1.415469, -1.255171], [-3.885020, -1.231481, 1.652461], [-5.839991, -2.732097, 1.430263], [-4.403274, 2.973950, 0.322403], [-1.761769, 3.769994, 0.478563], [-1.894622, -0.420487, 0.333045], [0.062911, -1.277845, 2.766790], [0.176813, 0.106417, 3.343356], [0.046449, 0.332379, 4.520040], [0.456950, 1.138550, 2.533474], [-0.181422, -1.963980, 3.572251], [0.994145, -1.591746, 2.295890], [-0.699538, -1.328267, 1.992362], [-0.815888, -1.623367, -3.082311], [0.005588, -2.388805, -2.356667], [-0.738314, -3.159459, -1.571153], [0.715048, -3.154516, -3.175316], [1.115582, -1.281275, -1.356283], [0.346858, -1.059262, -0.139607], [1.344171, -0.141182, -2.193146], [2.448905, -2.040196, -1.097718], [2.579564, -3.112414, 0.071004], [3.133033, -2.530931, 1.267125], [1.463972, -4.002440, 0.192250], [3.951860, -4.104767, -0.651115], [3.587789, -4.636670, -1.812166], [5.035339, -3.353011, -0.838486], [4.253234, -5.085480, 0.198201]],
  "forces_ev_per_angstrom": [[0.179, 0.642, 0.283], [-0.033, 0.021, -0.030], [-0.052, -0.135, 0.109], [0.056, -0.053, 0.025], [-0.062, -0.024, -0.010], [0.049, 0.013, 0.006], [0.036, 0.063, -0.037], [-0.009, -0.040, -0.022], [-0.001, -0.001, -0.008], [0.029, 0.125, 0.155], [-0.061, -0.020, 0.180], [-0.105, -0.056, -0.321], [0.335, 0.078, -0.092], [-0.317, -0.284, -0.003], [0.001, 0.002, 0.001], [0.001, 0.005, 0.008], [-0.003, -0.014, -0.018], [0.000, 0.024, 0.011], [0.001, 0.001, 0.001], [-0.005, -0.002, -0.001], [0.003, 0.002, 0.000], [0.000, -0.002, 0.000], [0.009, 0.000, -0.001], [-0.011, -0.008, -0.003], [0.001, 0.008, 0.007], [-0.001, -0.001, 0.001], [0.016, -0.002, -0.010], [0.015, 0.006, -0.003], [-0.029, -0.003, 0.007], [0.017, 0.036, 0.058], [-0.003, -0.032, -0.024], [0.001, 0.000, 0.000], [0.000, -0.001, -0.001], [-0.001, -0.001, 0.000], [0.000, 0.000, 0.000], [0.002, 0.001, 0.001], [-0.001, 0.005, -0.002], [-0.004, 0.005, -0.031], [0.001, -0.014, 0.020], [-0.050, -0.083, 0.000], [0.010, 0.035, -0.058], [0.016, -0.309, -0.020], [0.000, 0.006, 0.002], [-0.003, 0.015, 0.011], [0.006, -0.001, 0.014], [-0.017, 0.011, 0.006], [0.020, -0.011, -0.030], [0.007, -0.037, 0.021], [0.012, 0.017, -0.019], [0.123, 0.086, 0.072], [-0.200, -0.009, -0.199], [0.030, -0.051, -0.019], [-0.051, -0.033, -0.082], [0.046, 0.031, 0.064], [-0.011, -0.017, -0.021], [-0.001, -0.004, 0.004], [0.004, 0.003, 0.004], [-0.004, -0.004, -0.014], [0.008, 0.013, -0.001], [0.002, -0.004, 0.011]],
  "mulliken_charge": [0.965, -0.209, 0.459, -0.575, 0.550, -0.247, -0.051, -0.687, -1.072, 0.339, -0.151, 0.873, -0.259, -1.007, 0.451, 0.425, 0.525, 0.387, -0.477, -0.006, 0.519, -0.808, -0.610, 0.479, -0.187, -0.834, 0.223, -0.207, -0.818, -0.247, -0.050, 0.451, 0.517, 0.554, 0.455, 0.498, 0.544, 0.642, -0.016, 0.669, -0.623, -0.577, 0.425, -0.103, -0.155, -0.223, 0.511, -0.205, -0.211, 1.090, -0.443, -0.717, -0.424, 1.126, -0.676, -0.644, 0.498, -0.217, -0.225, -0.211]
}

***

no.,energy (eV)
1,-175009.0465
2,-249237.8752
3,-112572.1717